{"formula": "C16H31Br2Cl2FNO8P2", "method": "wB97M-V/def2-TZVPD", "molar_mass_g_mol": 677.1, "total_charge": -1, "homo_ev": -4.76, "elements": ["Br", "Br", "Cl", "Cl", "P", "P", "F", "O", "O", "O", "O", "O", "O", "O", "O", "N", "C", "C", "C", "C", "C", "C", "C", "C", "C", "C", "C", "C", "C", "C", "C", "C", "H", "H", "H", "H", "H", "H", "H", "H", "H", "H", "H", "H", "H", "H", "H", "H", "H", "H", "H", "H", "H", "H", "H", "H", "H", "H", "H", "H", "H", "H", "H"], "coordinates": [[-4.382, 3.519, -1.802], [0.229, 3.383, -1.043], [-2.373, -0.229, 5.901], [-3.562, -1.689, 3.047], [-2.632, -2.412, 0.644], [3.546, -1.355, -2.031], [-0.238, -2.707, 2.196], [4.401, -2.537, -2.717], [-3.864, -1.711, -0.425], [-2.276, 3.987, 2.701], [-0.067, 2.895, 2.611], [-0.790, 1.133, 0.403], [-2.459, -4.085, 0.102], [4.266, -1.093, -0.468], [3.737, 0.020, -3.137], [0.119, -2.366, 0.926], [-1.759, 2.197, 0.766], [-2.682, -2.488, 4.373], [4.249, 2.462, -3.391], [-1.742, 3.255, -0.530], [4.261, 0.291, 1.622], [1.736, -2.002, -1.979], [-1.311, 3.041, 2.102], [-3.014, -1.882, 5.728], [3.320, -0.518, 0.500], [-1.887, 2.500, -3.171], [-0.948, -1.488, 0.312], [3.551, 1.292, -2.421], [-2.634, 2.480, -1.712], [0.596, -0.827, -1.889], [-0.860, -1.308, -1.312], [-1.035, -0.096, 1.171], [-2.974, -3.542, 4.356], [2.400, 1.521, -2.368], [-2.853, 1.747, 0.820], [-1.204, -2.271, -1.882], [1.563, -2.550, -3.025], [-1.035, 1.699, -3.215], [-4.759, -1.922, 0.012], [4.038, -0.050, 2.722], [-1.611, -2.427, 4.156], [3.959, 1.445, 1.576], [5.319, 2.020, -3.674], [3.655, 2.619, -4.387], [-2.561, -2.481, 6.524], [5.405, 0.251, 1.329], [2.627, -1.325, 1.035], [0.914, 0.133, -1.300], [0.142, -3.277, 0.386], [-2.201, 4.300, -0.246], [-2.718, 2.269, -3.982], [-4.094, -1.847, 5.901], [1.657, -2.839, -1.165], [4.110, 1.371, -1.395], [2.637, 0.305, 0.023], [-0.193, -0.144, 2.015], [-1.632, -0.443, -1.596], [0.405, -0.468, -3.012], [-2.069, -0.075, 1.764], [-2.916, 1.373, -1.370], [-2.389, -4.116, -0.911], [4.399, 3.461, -2.765], [-1.514, 3.598, -3.402]], "nbo_charge": [-0.05, -0.03, -0.04, -0.04, 1.29, 2.20, -0.25, -1.07, -1.00, -0.82, -0.72, -0.58, -1.01, -0.77, -0.76, -0.23, -0.02, -0.39, -0.65, -0.25, -0.66, -0.77, 0.69, -0.39, -0.12, -0.66, -0.23, -0.12, -0.24, -0.44, -0.43, -0.11, 0.22, 0.20, 0.21, 0.20, 0.27, 0.23, 0.50, 0.23, 0.24, 0.23, 0.22, 0.22, 0.21, 0.23, 0.22, 0.25, 0.34, 0.29, 0.22, 0.22, 0.25, 0.20, 0.20, 0.23, 0.26, 0.22, 0.21, 0.23, 0.46, 0.22, 0.24]}